1.
The following is a DFT calculation (ωB97M-V with the def2-TZVPD basis set) of C14H33FeN2O7P as an isolated structure.

Geometry (Å):
Fe  0.951  0.039  -1.881
C  -2.607  -0.358  -1.112
C  -2.347  -0.346  0.400
C  -3.502  -1.122  1.059
C  -3.242  -1.447  2.528
C  -1.842  -2.070  2.746
C  -0.712  -1.329  2.026
N  -1.106  -1.005  0.682
O  -0.114  -1.028  -0.286
C  0.471  -2.303  2.015
C  -0.239  -0.129  2.868
C  -2.534  1.154  0.798
H  -3.665  -0.185  -1.325
H  -2.185  -1.260  -1.562
H  -2.057  0.389  -1.695
H  -3.742  -2.048  0.533
H  -4.395  -0.484  1.021
H  -3.894  -2.291  2.801
H  -3.505  -0.653  3.231
H  -1.901  -3.126  2.474
H  -1.743  -2.089  3.842
H  0.909  -2.467  3.004
H  1.274  -1.820  1.446
H  0.283  -3.247  1.503
H  -0.066  -0.352  3.931
H  -0.972  0.679  2.930
H  0.658  0.349  2.469
H  -1.777  1.740  0.280
H  -2.428  1.359  1.870
H  -3.528  1.550  0.572
P  0.416  0.633  -4.354
O  0.943  0.317  -5.753
O  1.792  0.754  -3.518
O  -0.226  -0.510  -3.484
O  -0.408  1.937  -4.250
C  2.625  -2.992  -1.355
O  2.118  -1.845  -2.037
H  2.559  -3.885  -1.980
H  3.636  -2.756  -1.025
H  1.970  -3.195  -0.498
H  1.594  -2.168  -2.786
C  0.892  4.041  -0.168
C  1.377  2.763  -0.839
C  2.134  1.821  0.125
O  2.638  0.743  -0.667
C  3.998  0.481  -0.447
N  0.277  2.024  -1.467
H  0.582  3.796  0.861
H  0.017  4.492  -0.630
H  1.654  4.815  -0.027
H  2.100  2.959  -1.638
H  1.377  1.415  0.805
H  2.934  2.357  0.642
H  4.141  0.124  0.582
H  4.583  1.406  -0.540
H  4.374  -0.238  -1.169
H  0.084  2.300  -2.466
H  -0.622  2.315  -1.087

Values from the calculation:
charge = -2
LUMO level (alpha / beta) = 4.61 / 4.61 eV
multiplicity = 5
highest occupied orbital energy (alpha / beta) = 0.3 / 0.2 eV
relative energy (zero: lowest compared OMol25 entry of this formula, charge and spin) = 61.6 kJ/mol
⟨S²⟩ = 6.01

2.
The following is a DFT calculation (ωB97M-V with the def2-TZVPD basis set) of C14H33N2OS4SiTi as an isolated structure.

Geometry (Å):
Ti  -0.349  0.278  -0.135
C  -0.546  -3.127  -0.835
C  -1.953  -2.877  -0.346
S  -2.234  -1.194  0.306
C  -2.604  1.497  1.216
C  -1.830  2.578  1.167
S  0.863  2.301  0.404
C  2.608  1.989  0.031
C  2.827  1.865  -1.459
S  1.788  0.591  -2.178
C  2.635  -0.925  -1.699
C  1.730  -2.086  -2.088
S  -0.024  -1.683  -1.773
H  -0.500  -3.992  -1.498
H  0.145  -3.266  -0.007
H  -2.187  -3.573  0.458
H  -2.668  -3.042  -1.151
H  -2.682  0.883  2.103
H  -3.287  1.269  0.408
H  -1.215  2.882  2.002
H  -1.821  3.224  0.298
H  2.963  1.108  0.565
H  3.166  2.844  0.416
H  3.869  1.676  -1.724
H  2.512  2.780  -1.960
H  2.802  -0.901  -0.625
H  3.595  -1.023  -2.207
H  1.996  -2.992  -1.546
H  1.792  -2.288  -3.156
C  -1.124  2.973  -3.929
N  -2.180  2.002  -3.690
C  -2.177  1.151  -2.655
N  -3.212  0.323  -2.478
O  -1.198  1.145  -1.860
H  -0.738  2.866  -4.942
H  -0.322  2.789  -3.222
H  -1.491  3.989  -3.789
H  -2.975  1.999  -4.307
H  -4.027  0.356  -3.064
H  -3.196  -0.279  -1.661
C  2.268  -1.198  3.717
Si  0.596  -0.796  2.986
C  0.016  0.806  3.743
C  -0.596  -2.178  3.361
C  0.924  -0.764  1.099
H  2.181  -1.390  4.789
H  2.964  -0.366  3.586
H  2.707  -2.084  3.253
H  0.198  0.757  4.820
H  -1.050  0.988  3.605
H  0.573  1.657  3.345
H  -0.793  -2.224  4.435
H  -0.176  -3.144  3.065
H  -1.550  -2.045  2.851
H  1.079  -1.832  0.922
H  1.911  -0.297  1.031

Values from the calculation:
charge = +1
LUMO level = -3.46 eV
highest occupied orbital energy = -11.3 eV
relative energy (zero: lowest compared OMol25 entry of this formula, charge and spin) = 44.7 kJ/mol

3.
The following is a DFT calculation (ωB97M-V with the def2-TZVPD basis set) of a 3-piece molecular cluster, C14H33NO4 overall.

Geometry (Å):
C  2.251  -0.769  0.140
C  2.734  -0.535  -1.409
C  1.668  0.279  -2.354
C  0.104  -0.212  -2.204
C  -0.821  1.074  -2.737
C  -2.433  0.761  -2.732
C  -3.118  1.373  -1.375
C  -4.601  0.775  -1.011
C  -4.509  -0.894  -0.948
O  -3.286  -1.193  -0.188
C  -2.780  -2.549  -0.445
N  -2.912  -3.332  -1.735
O  -2.095  -3.162  0.560
H  1.880  0.206  0.674
H  3.148  -1.259  0.752
H  1.396  -1.576  0.132
H  3.084  -1.575  -1.862
H  3.722  0.133  -1.371
H  1.983  0.056  -3.479
H  1.728  1.447  -2.211
H  -0.227  -0.442  -1.098
H  -0.137  -1.199  -2.830
H  -0.420  1.315  -3.823
H  -0.595  1.952  -1.995
H  -2.562  -0.392  -2.881
H  -2.888  1.294  -3.673
H  -3.273  2.539  -1.578
H  -2.387  1.326  -0.440
H  -4.827  1.098  0.114
H  -5.472  1.160  -1.690
H  -5.503  -1.269  -0.459
H  -4.478  -1.234  -2.079
H  -2.781  -2.607  -2.503
H  -2.033  -3.921  -1.802
C  -1.333  3.630  3.211
C  -1.376  3.311  1.731
O  -0.252  2.520  1.372
H  -0.413  4.167  3.462
H  -2.191  4.243  3.503
H  -1.338  2.711  3.806
H  -1.349  4.231  1.140
H  -2.288  2.762  1.474
H  -0.290  1.702  1.897
C  6.040  -2.285  4.000
C  5.419  -2.213  2.620
O  4.858  -0.926  2.408
H  5.290  -2.081  4.771
H  6.474  -3.273  4.181
H  6.825  -1.530  4.111
H  4.621  -2.955  2.521
H  6.166  -2.404  1.843
H  5.577  -0.276  2.490

Values from the calculation:
SMILES = CCCCCCCCCOC(N)=O.CCO.CCO
LUMO level = 0.71 eV
highest occupied orbital energy = -10.1 eV

4.
The following is a DFT calculation (ωB97M-V with the def2-TZVPD basis set) of a 3-piece molecular cluster, C14H34BrFN3O4PS overall.

Geometry (Å):
O  0.924  0.580  4.430
P  1.576  1.894  3.767
N  0.541  3.267  3.930
C  -0.731  3.315  3.199
C  -2.069  2.941  4.123
O  -3.012  3.899  4.309
Br  -2.423  1.153  4.957
S  1.085  4.644  4.760
O  1.952  5.664  3.931
O  -0.171  5.461  5.241
F  2.053  4.219  6.153
H  1.777  1.543  2.360
H  2.880  2.042  4.439
H  -0.956  4.416  2.789
H  -0.691  2.640  2.214
C  0.920  0.436  -0.881
C  0.159  1.496  -1.673
N  0.221  2.841  -1.087
C  -0.717  3.785  -1.708
C  -0.489  4.143  -3.173
C  1.558  3.375  -0.828
C  2.506  3.502  -2.016
H  0.564  0.372  0.148
H  0.773  -0.546  -1.349
H  1.998  0.629  -0.871
H  -0.893  1.175  -1.702
H  0.519  1.493  -2.705
H  -0.743  4.713  -1.120
H  -1.728  3.368  -1.617
H  0.343  4.839  -3.294
H  -1.378  4.641  -3.571
H  -0.306  3.263  -3.799
H  2.043  2.744  -0.073
H  1.474  4.354  -0.339
H  2.476  2.632  -2.677
H  3.537  3.598  -1.656
H  2.295  4.396  -2.606
C  0.373  -5.782  -3.059
C  0.173  -4.737  -1.964
N  -1.228  -4.541  -1.571
C  -1.428  -3.365  -0.715
C  -0.784  -3.382  0.668
C  -1.960  -5.739  -1.160
C  -1.407  -6.531  0.020
H  -0.198  -5.538  -3.955
H  1.433  -5.824  -3.336
H  0.090  -6.786  -2.722
H  0.562  -3.787  -2.360
H  0.795  -5.000  -1.105
H  -2.505  -3.178  -0.598
H  -1.049  -2.486  -1.252
H  -1.333  -4.021  1.362
H  -0.796  -2.373  1.090
H  0.262  -3.707  0.641
H  -2.028  -6.416  -2.021
H  -3.005  -5.476  -0.948
H  -0.320  -6.644  -0.017
H  -1.836  -7.539  0.021
H  -1.678  -6.073  0.974

Values from the calculation:
SMILES = O=[PH2]N(CC(=O)Br)S(=O)(=O)F.CCN(CC)CC.CCN(CC)CC
LUMO level = -1.94 eV
highest occupied orbital energy = -8.2 eV

5.
The following is a DFT calculation (ωB97M-V with the def2-TZVPD basis set) of C14H34CdN15O9 as an isolated structure.

Geometry (Å):
Cd  -28.197  -1.105  6.316
N  -31.087  -1.398  7.985
O  -29.946  -1.554  7.421
O  -31.865  -2.313  7.958
O  -31.363  -0.295  8.481
C  -33.114  0.511  5.124
O  -34.121  0.150  5.694
N  -33.007  0.598  3.857
N  -32.043  0.700  5.767
H  -32.159  0.954  3.440
H  -33.826  0.414  3.294
H  -31.215  1.179  5.442
H  -32.029  0.473  6.751
C  -33.014  -3.559  4.297
O  -32.836  -4.335  3.351
N  -32.213  -3.520  5.303
N  -33.971  -2.657  4.377
H  -32.507  -2.961  6.091
H  -31.353  -4.043  5.222
H  -34.634  -2.702  3.617
H  -33.712  -1.783  4.812
C  -34.717  -2.334  10.100
O  -35.785  -2.496  10.622
N  -33.515  -2.396  10.701
N  -34.629  -2.312  8.808
H  -33.518  -2.405  11.711
H  -32.697  -2.406  10.109
H  -35.450  -2.350  8.221
H  -33.744  -2.175  8.340
C  -29.002  -2.236  11.262
O  -28.468  -1.284  10.781
N  -30.248  -2.455  11.140
N  -28.479  -3.159  11.991
H  -30.741  -3.194  11.622
H  -30.760  -1.688  10.730
H  -29.146  -3.893  12.183
H  -27.478  -3.200  12.125
C  -26.119  -2.449  8.344
O  -27.025  -1.976  7.686
N  -26.122  -2.527  9.607
N  -24.989  -2.826  7.869
H  -26.729  -1.986  10.207
H  -25.427  -3.052  10.119
H  -24.938  -2.636  6.878
H  -24.217  -3.073  8.472
C  -28.957  -3.797  4.719
O  -28.606  -2.824  5.377
N  -29.101  -3.674  3.451
N  -29.197  -5.035  5.093
H  -29.442  -4.522  3.022
H  -29.104  -2.736  3.075
H  -29.519  -5.667  4.375
H  -29.153  -5.373  6.044
N  -30.958  2.681  8.002
C  -29.991  3.560  7.457
C  -30.640  4.612  6.798
C  -31.983  4.333  6.920
C  -32.154  3.092  7.504
H  -30.762  1.939  8.658
H  -28.952  3.311  7.620
H  -30.231  5.475  6.295
H  -32.826  4.891  6.539
H  -33.063  2.592  7.802
N  -29.162  -4.551  8.548
C  -28.199  -5.234  7.922
C  -28.587  -6.550  7.947
C  -29.788  -6.714  8.703
C  -30.153  -5.448  8.949
H  -29.184  -3.558  8.730
H  -27.345  -4.793  7.429
H  -27.987  -7.376  7.597
H  -30.252  -7.655  8.959
H  -30.985  -4.963  9.438

Values from the calculation:
charge = +2
LUMO level (alpha / beta) = -8.35 / -9.53 eV
multiplicity = 2
highest occupied orbital energy (alpha / beta) = -12.9 / -12.9 eV
⟨S²⟩ = 0.76

6.
The following is a DFT calculation (ωB97M-V with the def2-TZVPD basis set) of a 9-piece molecular cluster, C14H34Cl2N6O18 overall.

Geometry (Å):
C  -0.383  3.290  -4.457
N  -0.944  2.935  -3.117
O  -1.055  3.827  -2.298
O  -1.253  1.781  -2.931
H  0.680  3.074  -4.416
H  -0.566  4.343  -4.628
H  -0.893  2.670  -5.185
C  -2.895  -2.132  0.423
N  -3.546  -2.921  -0.644
O  -2.826  -3.488  -1.436
O  -4.760  -2.911  -0.672
H  -3.537  -2.127  1.293
H  -2.735  -1.137  0.005
H  -1.908  -2.530  0.628
C  -0.869  -6.062  -1.080
N  -0.340  -5.542  -2.359
O  0.077  -4.398  -2.368
O  -0.369  -6.291  -3.302
H  -1.925  -6.300  -1.193
H  -0.755  -5.300  -0.319
H  -0.350  -6.991  -0.858
C  3.301  0.473  2.382
N  2.647  1.776  2.108
O  1.728  2.091  2.840
O  3.051  2.414  1.160
H  3.179  0.249  3.435
H  4.342  0.542  2.088
H  2.803  -0.293  1.790
C  1.892  4.579  -0.988
N  2.716  5.153  -2.092
O  2.371  4.904  -3.232
O  3.662  5.842  -1.790
H  1.557  3.610  -1.330
H  1.048  5.256  -0.858
H  2.480  4.571  -0.082
C  -5.260  0.872  2.092
N  -3.954  0.771  1.373
O  -2.975  0.528  2.045
O  -3.970  0.858  0.161
H  -5.052  1.272  3.079
H  -5.607  -0.156  2.152
H  -5.928  1.511  1.533
C  -3.771  0.463  6.063
O  -2.596  0.798  5.334
C  -2.646  1.972  4.697
O  -3.573  2.739  4.734
O  -1.515  2.127  4.035
C  -1.304  3.411  3.433
H  -3.620  -0.547  6.428
H  -4.646  0.479  5.410
H  -3.931  1.157  6.885
H  -0.231  3.520  3.327
H  -1.720  4.194  4.062
H  -1.763  3.419  2.444
C  -0.311  1.746  0.148
O  0.716  1.017  -0.512
C  0.762  -0.283  -0.289
O  0.112  -0.875  0.544
O  1.693  -0.796  -1.082
C  1.883  -2.206  -1.014
H  -1.244  1.703  -0.415
H  -0.037  2.797  0.102
H  -0.481  1.443  1.179
H  2.287  -2.551  -1.958
H  0.973  -2.752  -0.798
H  2.616  -2.442  -0.234
Cl  7.027  -2.751  -2.397
C  6.846  -3.511  -4.001
C  5.650  -4.412  -4.059
Cl  4.110  -3.573  -3.743
H  7.729  -4.126  -4.165
H  6.809  -2.706  -4.726
H  5.736  -5.216  -3.333
H  5.565  -4.852  -5.052

Values from the calculation:
SMILES = C[N+](=O)[O-].C[N+](=O)[O-].C[N+](=O)[O-].C[N+](=O)[O-].C[N+](=O)[O-].C[N+](=O)[O-].COC(=O)OC.COC(=O)OC.ClCCCl
LUMO level = 0.14 eV
highest occupied orbital energy = -10.8 eV
relative energy (zero: lowest compared OMol25 entry of this formula, charge and spin) = 0.0 kJ/mol

7.
The following is a DFT calculation (ωB97M-V with the def2-TZVPD basis set) of C14H34IN2O3 as an isolated structure.

Geometry (Å):
I  -14.826  -12.026  -4.994
C  -12.612  -12.695  -2.542
C  -13.237  -12.057  -1.279
C  -12.244  -10.936  -0.742
C  -12.780  -10.032  0.332
C  -13.939  -9.398  -0.278
C  -15.030  -10.282  -0.964
N  -14.396  -11.360  -1.827
O  -15.370  -12.189  -2.443
C  -16.070  -10.795  0.111
C  -15.757  -9.339  -1.939
C  -13.459  -13.118  -0.191
H  -12.442  -12.028  -3.388
H  -13.287  -13.437  -2.968
H  -11.669  -13.177  -2.284
H  -11.369  -11.451  -0.347
H  -11.883  -10.351  -1.588
H  -11.968  -9.349  0.582
H  -13.199  -10.615  1.152
H  -13.538  -8.709  -1.021
H  -14.383  -8.770  0.495
H  -16.692  -9.971  0.460
H  -16.707  -11.544  -0.361
H  -15.703  -11.317  0.994
H  -15.006  -8.963  -2.633
H  -16.613  -9.768  -2.459
H  -16.061  -8.456  -1.377
H  -14.173  -13.877  -0.513
H  -14.039  -12.676  0.619
H  -12.546  -13.584  0.180
H  -15.323  -11.997  -3.382
C  -13.209  -13.811  -8.333
C  -13.370  -12.307  -8.277
C  -14.808  -11.808  -8.473
O  -14.866  -10.354  -8.479
C  -15.668  -9.724  -9.490
N  -13.027  -11.976  -6.881
H  -12.222  -14.268  -8.414
H  -13.745  -14.129  -9.227
H  -13.714  -14.371  -7.547
H  -12.617  -11.788  -8.870
H  -15.471  -12.155  -7.680
H  -15.115  -12.227  -9.432
H  -16.592  -10.225  -9.778
H  -14.995  -9.624  -10.341
H  -16.030  -8.750  -9.160
H  -12.165  -12.455  -6.660
H  -13.655  -12.365  -6.192
C  -16.536  -14.464  -4.716
O  -15.882  -13.996  -3.563
H  -16.516  -15.543  -4.869
H  -17.594  -14.213  -4.644
H  -16.269  -13.851  -5.577
H  -15.484  -13.129  -3.670

Values from the calculation:
charge = -1
LUMO level = 3.10 eV
highest occupied orbital energy = -3.3 eV
relative energy (zero: lowest compared OMol25 entry of this formula, charge and spin) = 647.6 kJ/mol

8.
The following is a DFT calculation (ωB97M-V with the def2-TZVPD basis set) of a 7-piece molecular cluster, C14H34N7O14 overall.

Geometry (Å):
C  -1.443  -1.212  -0.027
N  -1.568  -0.238  -1.071
C  -2.791  -0.342  -1.780
C  -3.723  0.909  -1.659
C  -5.185  0.551  -1.397
C  -5.457  0.309  0.091
C  -6.846  -0.253  0.395
O  -6.890  -1.597  0.911
C  -6.152  -2.577  0.320
C  -6.393  -2.794  -1.151
O  -5.455  -3.283  0.980
H  -0.916  -2.154  -0.324
H  -2.427  -1.536  0.385
H  -0.886  -0.794  0.819
H  -2.636  -0.472  -2.874
H  -3.398  -1.214  -1.440
H  -3.667  1.514  -2.569
H  -3.332  1.504  -0.831
H  -5.445  -0.333  -1.985
H  -5.856  1.354  -1.726
H  -4.673  -0.305  0.543
H  -5.400  1.289  0.570
H  -7.488  -0.162  -0.489
H  -7.326  0.320  1.185
H  -5.486  -3.192  -1.595
H  -6.691  -1.893  -1.676
H  -7.186  -3.537  -1.252
C  2.151  0.216  4.048
N  1.543  -0.251  2.777
O  0.421  0.105  2.513
O  2.226  -0.970  2.068
H  1.434  0.858  4.544
H  2.384  -0.660  4.643
H  3.052  0.761  3.790
C  2.963  -1.540  -1.255
N  4.041  -0.639  -1.731
O  5.078  -1.132  -2.142
O  3.840  0.558  -1.689
H  3.305  -2.560  -1.376
H  2.775  -1.309  -0.210
H  2.078  -1.342  -1.855
C  1.275  0.908  -4.535
N  0.653  -0.441  -4.605
O  -0.541  -0.505  -4.741
O  1.406  -1.397  -4.511
H  0.485  1.643  -4.624
H  1.776  0.982  -3.573
H  1.994  0.974  -5.347
C  7.497  0.269  -3.370
N  8.368  1.470  -3.488
O  8.673  1.854  -4.599
O  8.721  1.999  -2.453
H  7.275  -0.082  -4.370
H  8.046  -0.471  -2.796
H  6.597  0.555  -2.839
C  -1.812  -0.867  6.728
N  -0.571  -0.084  6.482
O  0.447  -0.693  6.227
O  -0.663  1.124  6.539
H  -1.571  -1.919  6.634
H  -2.157  -0.614  7.725
H  -2.537  -0.555  5.982
C  5.093  3.840  1.418
N  4.568  2.882  2.429
O  3.367  2.798  2.560
O  5.387  2.236  3.052
H  4.247  4.328  0.948
H  5.731  4.544  1.944
H  5.673  3.264  0.703

Values from the calculation:
charge = -1
LUMO level = 1.84 eV
highest occupied orbital energy = -1.3 eV